No. 1
{
  "formula": "C36H94N6O11",
  "method": "ωB97M-V/def2-TZVPD",
  "symbols": ["C", "C", "C", "O", "H", "H", "H", "H", "H", "H", "H", "H", "C", "C", "C", "O", "H", "H", "H", "H", "H", "H", "H", "H", "C", "O", "C", "C", "N", "C", "C", "O", "C", "H", "H", "H", "H", "H", "H", "H", "H", "H", "H", "H", "H", "H", "H", "H", "C", "O", "C", "C", "N", "C", "C", "O", "C", "H", "H", "H", "H", "H", "H", "H", "H", "H", "H", "H", "H", "H", "H", "H", "C", "O", "C", "C", "N", "C", "C", "O", "C", "H", "H", "H", "H", "H", "H", "H", "H", "H", "H", "H", "H", "H", "H", "H", "C", "C", "C", "O", "C", "N", "H", "H", "H", "H", "H", "H", "H", "H", "H", "H", "H", "C", "C", "C", "O", "C", "N", "H", "H", "H", "H", "H", "H", "H", "H", "H", "H", "H", "C", "C", "C", "O", "C", "N", "H", "H", "H", "H", "H", "H", "H", "H", "H", "H", "H"],
  "coordinates": [[0.235, -0.954, -4.823], [0.477, 0.552, -4.845], [-0.550, 1.313, -4.042], [1.776, 0.832, -4.305], [-0.649, -1.188, -5.423], [0.129, -1.310, -3.800], [1.065, -1.456, -5.323], [0.478, 0.852, -5.895], [-0.329, 2.385, -4.039], [-0.545, 1.004, -2.992], [-1.567, 1.213, -4.428], [1.652, 1.055, -3.372], [0.132, 0.457, 0.611], [1.104, -0.356, -0.197], [0.445, -1.477, -0.980], [1.786, 0.541, -1.088], [0.570, 1.059, 1.406], [-0.620, -0.196, 1.067], [-0.404, 1.135, -0.059], [1.875, -0.817, 0.431], [0.101, -2.225, -0.257], [1.071, -1.977, -1.717], [-0.448, -1.083, -1.481], [2.395, -0.005, -1.625], [2.883, 4.799, 0.969], [1.858, 4.996, 0.025], [1.131, 3.810, -0.206], [0.281, 3.928, -1.470], [-0.308, 5.260, -1.699], [-1.580, 5.395, -0.997], [-2.052, 6.808, -0.992], [-1.190, 7.570, -0.154], [-1.335, 8.944, -0.332], [3.293, 5.772, 1.228], [3.683, 4.170, 0.554], [2.513, 4.285, 1.865], [0.485, 3.613, 0.667], [1.788, 2.940, -0.318], [-0.501, 3.168, -1.444], [0.925, 3.734, -2.333], [0.325, 5.911, -1.240], [-1.495, 5.084, 0.055], [-2.379, 4.795, -1.444], [-3.070, 6.861, -0.566], [-2.132, 7.251, -1.991], [-2.378, 9.280, -0.204], [-0.993, 9.278, -1.319], [-0.768, 9.460, 0.444], [5.823, -4.228, 3.152], [4.547, -3.660, 2.972], [4.034, -3.910, 1.679], [2.685, -3.239, 1.496], [1.502, -4.000, 1.828], [1.216, -4.067, 3.254], [0.375, -5.256, 3.619], [0.293, -5.325, 5.020], [-0.896, -5.914, 5.483], [5.774, -5.322, 3.102], [6.175, -3.960, 4.148], [6.561, -3.841, 2.439], [3.979, -4.996, 1.502], [4.732, -3.507, 0.927], [2.666, -2.939, 0.439], [2.694, -2.272, 2.005], [1.567, -4.929, 1.429], [0.683, -3.163, 3.572], [2.113, -4.047, 3.891], [0.791, -6.191, 3.208], [-0.627, -5.156, 3.170], [-0.979, -6.965, 5.174], [-1.779, -5.373, 5.122], [-0.889, -5.893, 6.570], [-2.931, -2.395, 3.126], [-3.090, -1.262, 3.943], [-3.626, -0.165, 3.239], [-3.631, 1.056, 4.124], [-2.289, 1.375, 4.630], [-2.290, 2.612, 5.418], [-2.161, 3.861, 4.566], [-0.987, 3.780, 3.810], [-0.770, 4.905, 2.986], [-3.886, -2.741, 2.715], [-2.491, -3.165, 3.759], [-2.227, -2.182, 2.309], [-4.647, -0.424, 2.927], [-3.017, 0.036, 2.341], [-4.283, 0.916, 4.989], [-4.060, 1.890, 3.538], [-1.700, 1.563, 3.821], [-1.487, 2.560, 6.155], [-3.231, 2.683, 5.971], [-2.209, 4.756, 5.205], [-3.042, 3.926, 3.902], [0.286, 4.916, 2.721], [-1.013, 5.852, 3.479], [-1.365, 4.836, 2.071], [-1.471, -7.086, -4.325], [-1.213, -6.787, -2.851], [-1.195, -5.294, -2.589], [-2.444, -4.766, -2.957], [-2.515, -3.374, -2.751], [-2.218, -7.517, -2.052], [-1.297, -8.140, -4.517], [-0.809, -6.473, -4.940], [-2.494, -6.799, -4.564], [-0.236, -7.205, -2.591], [-0.421, -4.866, -3.256], [-0.940, -5.034, -1.554], [-2.199, -3.134, -1.728], [-3.567, -3.110, -2.849], [-1.909, -2.806, -3.464], [-2.011, -7.385, -1.065], [-3.105, -7.033, -2.183], [-3.170, 1.351, -1.255], [-4.320, 1.128, -0.305], [-5.221, 2.364, -0.251], [-4.542, 3.580, -0.038], [-4.173, 3.783, 1.308], [-5.068, -0.068, -0.697], [-3.458, 1.597, -2.286], [-2.489, 0.504, -1.317], [-2.651, 2.260, -0.936], [-3.866, 0.947, 0.675], [-5.980, 2.230, 0.539], [-5.769, 2.434, -1.196], [-3.588, 4.702, 1.340], [-3.495, 2.995, 1.663], [-5.057, 3.872, 1.945], [-5.940, -0.139, -0.182], [-5.328, 0.021, -1.675], [5.487, -1.065, -1.090], [5.007, -0.154, -2.198], [6.028, -0.018, -3.300], [7.119, 0.744, -2.836], [8.265, 0.628, -3.644], [3.724, -0.717, -2.711], [5.550, -2.097, -1.448], [4.767, -1.045, -0.268], [6.453, -0.780, -0.674], [4.727, 0.807, -1.763], [5.581, 0.446, -4.193], [6.356, -1.027, -3.603], [8.680, -0.389, -3.636], [8.988, 1.338, -3.255], [8.036, 0.844, -4.697], [3.426, -0.148, -3.509], [3.906, -1.624, -3.139]],
  "energy_ha": -2584.01145,
  "de_lowest_kj_mol": 0.0
}


No. 2
{
  "formula": "C36H96F6O18Y",
  "method": "ωB97M-V/def2-TZVPD",
  "symbols": ["Y", "C", "O", "O", "C", "F", "F", "F", "C", "C", "H", "H", "H", "H", "H", "H", "C", "O", "O", "C", "F", "F", "F", "C", "C", "H", "H", "H", "H", "H", "H", "C", "C", "O", "H", "H", "H", "H", "H", "H", "C", "C", "O", "H", "H", "H", "H", "H", "H", "C", "C", "O", "H", "H", "H", "H", "H", "H", "C", "C", "O", "H", "H", "H", "H", "H", "H", "C", "C", "O", "H", "H", "H", "H", "H", "H", "C", "C", "O", "H", "H", "H", "H", "H", "H", "C", "C", "O", "H", "H", "H", "H", "H", "H", "C", "C", "O", "H", "H", "H", "H", "H", "H", "C", "C", "O", "H", "H", "H", "H", "H", "H", "C", "C", "O", "H", "H", "H", "H", "H", "H", "C", "C", "O", "H", "H", "H", "H", "H", "H", "C", "C", "O", "H", "H", "H", "H", "H", "H", "C", "C", "O", "H", "H", "H", "H", "H", "H", "C", "C", "O", "H", "H", "H", "H", "H", "H"],
  "coordinates": [[-1.712, 2.772, 2.594], [-0.745, -0.044, 1.040], [0.068, 1.026, 0.566], [-1.724, 0.557, 1.769], [-1.186, -0.870, -0.182], [-0.223, -1.622, -0.721], [-2.165, -1.725, 0.146], [-1.630, -0.045, -1.142], [1.444, 0.795, 0.278], [1.902, 1.982, -0.550], [2.029, 2.880, 0.051], [2.890, 1.835, -0.994], [1.193, 2.157, -1.357], [1.512, -0.101, -0.343], [2.060, 0.711, 1.177], [-0.164, -0.667, 1.731], [1.320, 2.067, 4.359], [2.048, 2.540, 3.221], [0.025, 2.233, 4.069], [1.753, 0.622, 4.704], [0.816, 0.033, 5.449], [2.004, -0.119, 3.612], [2.887, 0.637, 5.428], [3.458, 2.596, 3.364], [4.090, 3.361, 2.200], [3.805, 4.416, 2.227], [5.177, 3.374, 2.269], [3.805, 2.907, 1.251], [3.915, 1.607, 3.348], [3.758, 3.127, 4.270], [1.597, 2.693, 5.214], [-0.874, -0.039, -4.514], [-1.223, 0.539, -5.867], [-0.124, 1.128, -6.533], [-1.746, -0.472, -4.009], [-0.529, 0.743, -3.832], [-0.154, -0.859, -4.533], [-2.037, 1.276, -5.759], [-1.748, -0.145, -6.541], [0.000, 1.995, -6.115], [4.158, -1.754, -0.669], [3.294, -1.800, -1.927], [4.103, -2.133, -3.045], [4.701, -2.672, -0.444], [3.528, -1.467, 0.181], [4.898, -0.946, -0.684], [2.748, -0.866, -2.046], [2.575, -2.610, -1.771], [4.668, -2.869, -2.796], [-1.810, -5.131, 0.580], [-1.614, -5.902, -0.715], [-2.273, -7.158, -0.647], [-2.827, -4.806, 0.805], [-1.314, -4.155, 0.518], [-1.357, -5.706, 1.391], [-0.559, -6.002, -0.982], [-2.029, -5.301, -1.526], [-1.909, -7.632, 0.107], [0.842, -3.320, 3.097], [1.489, -3.342, 1.714], [2.493, -4.338, 1.721], [0.268, -4.236, 3.263], [0.072, -2.545, 3.183], [1.593, -3.211, 3.877], [1.966, -2.368, 1.557], [0.709, -3.522, 0.975], [3.359, -3.913, 1.781], [-3.534, -2.888, -2.535], [-4.282, -3.560, -3.678], [-3.746, -4.837, -3.996], [-3.385, -3.577, -1.702], [-4.117, -2.037, -2.177], [-2.549, -2.552, -2.864], [-4.247, -2.917, -4.557], [-5.335, -3.686, -3.405], [-3.976, -5.466, -3.303], [-2.978, -2.697, 3.173], [-2.451, -2.961, 4.575], [-3.538, -3.339, 5.438], [-3.605, -1.807, 3.129], [-3.565, -3.542, 2.807], [-2.152, -2.530, 2.480], [-1.884, -2.107, 4.938], [-1.823, -3.856, 4.602], [-3.796, -4.232, 5.199], [-5.328, -0.282, -0.095], [-5.720, -1.039, 1.181], [-5.403, -0.210, 2.306], [-5.661, 0.744, 0.086], [-5.797, -0.657, -0.999], [-4.242, -0.303, -0.190], [-5.158, -1.970, 1.259], [-6.796, -1.221, 1.181], [-5.547, -0.717, 3.111], [1.522, 5.628, 0.516], [0.621, 5.358, 1.703], [0.281, 3.971, 1.818], [1.039, 5.314, -0.412], [2.430, 5.029, 0.595], [1.778, 6.679, 0.395], [-0.299, 5.927, 1.523], [1.080, 5.692, 2.636], [1.062, 3.504, 2.213], [-5.783, 3.294, 3.488], [-5.220, 3.109, 2.088], [-4.067, 2.234, 2.143], [-6.752, 3.799, 3.409], [-5.166, 3.793, 4.233], [-6.076, 2.333, 3.922], [-4.903, 4.085, 1.715], [-5.950, 2.660, 1.417], [-4.421, 1.308, 2.193], [0.532, -3.726, -3.230], [-0.054, -4.122, -4.574], [-0.961, -5.214, -4.447], [1.083, -2.791, -3.366], [1.241, -4.463, -2.849], [-0.207, -3.564, -2.445], [0.713, -4.434, -5.289], [-0.525, -3.276, -5.092], [-1.862, -4.853, -4.419], [5.295, -0.406, 2.153], [5.311, -1.641, 3.067], [4.802, -2.772, 2.364], [4.303, 0.028, 2.017], [5.603, -0.661, 1.135], [5.987, 0.351, 2.530], [4.655, -1.414, 3.908], [6.304, -1.851, 3.469], [5.550, -3.141, 1.881], [-3.455, 3.440, -1.621], [-2.345, 2.870, -0.754], [-2.099, 3.680, 0.428], [-4.368, 3.649, -1.063], [-3.664, 2.672, -2.365], [-3.150, 4.374, -2.101], [-1.433, 2.705, -1.324], [-2.688, 1.900, -0.397], [-1.931, 4.575, 0.106], [0.546, 3.818, -3.465], [-0.072, 4.653, -4.568], [-0.367, 3.822, -5.679], [0.861, 4.548, -2.719], [1.382, 3.268, -3.899], [-0.170, 3.109, -3.052], [0.572, 5.502, -4.812], [-1.018, 5.077, -4.201], [-0.695, 4.353, -6.411], [5.726, 2.213, -1.014], [7.022, 2.901, -0.619], [7.418, 3.882, -1.578], [5.776, 1.673, -1.960], [4.968, 2.993, -1.149], [5.371, 1.516, -0.252], [7.807, 2.135, -0.608], [7.001, 3.449, 0.321], [7.334, 3.513, -2.463]],
  "charge": 1,
  "energy_ha": -3420.87106,
  "de_lowest_kj_mol": 0.0
}


No. 3
{
  "formula": "C36H98FInO12P",
  "method": "ωB97M-V/def2-TZVPD",
  "symbols": ["O", "P", "In", "C", "C", "C", "F", "H", "H", "H", "H", "H", "H", "H", "H", "H", "H", "C", "C", "C", "O", "H", "H", "H", "H", "H", "H", "H", "H", "C", "C", "C", "O", "H", "H", "H", "H", "H", "H", "H", "H", "C", "C", "C", "O", "H", "H", "H", "H", "H", "H", "H", "H", "C", "C", "C", "O", "H", "H", "H", "H", "H", "H", "H", "H", "C", "C", "C", "O", "H", "H", "H", "H", "H", "H", "H", "H", "C", "C", "C", "O", "H", "H", "H", "H", "H", "H", "H", "H", "C", "C", "C", "O", "H", "H", "H", "H", "H", "H", "H", "H", "C", "C", "C", "O", "H", "H", "H", "H", "H", "H", "H", "H", "C", "C", "C", "O", "H", "H", "H", "H", "H", "H", "H", "H", "C", "C", "C", "O", "H", "H", "H", "H", "H", "H", "H", "H", "C", "C", "C", "O", "H", "H", "H", "H", "H", "H", "H", "H"],
  "coordinates": [[3.231, -3.759, -2.301], [2.699, -2.822, -3.410], [2.497, -0.451, -2.418], [0.646, 0.464, -3.327], [-0.347, -0.630, -3.861], [-1.045, -1.388, -2.707], [-0.523, -2.673, -2.493], [3.617, -2.741, -4.506], [1.478, -3.338, -3.941], [3.894, 0.533, -2.964], [2.519, -0.459, -0.633], [0.124, 1.127, -2.611], [0.973, 1.103, -4.175], [-1.144, -0.073, -4.406], [0.126, -1.337, -4.563], [-2.118, -1.525, -2.912], [-0.890, -0.847, -1.754], [3.025, 4.089, 0.577], [1.995, 4.190, -0.535], [0.738, 4.909, -0.076], [1.666, 2.879, -0.968], [2.615, 3.519, 1.414], [3.908, 3.551, 0.229], [3.334, 5.072, 0.943], [2.425, 4.714, -1.392], [0.267, 4.371, 0.751], [0.005, 4.953, -0.884], [0.958, 5.929, 0.250], [1.287, 2.403, -0.219], [-3.431, -6.914, -3.026], [-2.033, -6.584, -3.529], [-1.301, -5.664, -2.564], [-2.120, -5.966, -4.812], [-4.032, -6.004, -2.932], [-3.949, -7.568, -3.731], [-3.395, -7.408, -2.053], [-1.464, -7.507, -3.660], [-1.831, -4.715, -2.455], [-0.305, -5.427, -2.939], [-1.203, -6.123, -1.578], [-2.617, -5.150, -4.711], [6.888, 1.729, 3.328], [5.394, 1.782, 3.043], [5.037, 0.975, 1.803], [4.988, 3.140, 2.863], [7.457, 2.155, 2.497], [7.130, 2.319, 4.215], [7.223, 0.702, 3.489], [4.844, 1.396, 3.902], [5.543, 1.376, 0.921], [3.965, 1.028, 1.605], [5.318, -0.074, 1.919], [5.467, 3.487, 2.105], [-1.393, 0.539, 2.962], [-1.369, 1.971, 2.451], [-2.755, 2.597, 2.489], [-0.871, 1.995, 1.117], [-2.041, -0.083, 2.338], [-0.394, 0.100, 2.920], [-1.752, 0.492, 3.992], [-0.682, 2.566, 3.057], [-3.448, 2.041, 1.850], [-2.725, 3.621, 2.111], [-3.155, 2.611, 3.505], [-1.466, 1.475, 0.567], [-6.248, -0.640, -0.452], [-5.646, -0.789, -1.840], [-6.058, -2.104, -2.482], [-4.224, -0.721, -1.758], [-5.901, -1.441, 0.208], [-5.938, 0.303, 0.001], [-7.339, -0.668, -0.489], [-5.967, 0.043, -2.469], [-5.705, -2.954, -1.889], [-5.613, -2.203, -3.474], [-7.144, -2.173, -2.577], [-3.923, -1.450, -1.205], [-9.855, -3.956, -2.720], [-10.693, -2.871, -2.060], [-12.113, -2.860, -2.605], [-10.086, -1.598, -2.277], [-9.781, -3.787, -3.799], [-8.838, -3.946, -2.326], [-10.285, -4.945, -2.553], [-10.716, -3.033, -0.981], [-12.114, -2.654, -3.679], [-12.699, -2.072, -2.128], [-12.610, -3.817, -2.434], [-10.058, -1.441, -3.225], [-1.323, 5.771, -3.563], [-2.718, 6.061, -3.032], [-3.225, 7.413, -3.512], [-2.704, 6.035, -1.607], [-0.611, 6.522, -3.209], [-0.970, 4.803, -3.204], [-1.308, 5.764, -4.655], [-3.404, 5.276, -3.358], [-2.574, 8.217, -3.157], [-4.224, 7.611, -3.117], [-3.267, 7.456, -4.603], [-2.102, 6.725, -1.309], [4.907, -1.182, 6.631], [5.539, -1.283, 5.251], [5.053, -2.516, 4.506], [6.961, -1.326, 5.379], [5.175, -2.048, 7.244], [5.271, -0.296, 7.156], [3.819, -1.126, 6.565], [5.298, -0.391, 4.672], [5.325, -3.429, 5.045], [5.521, -2.579, 3.523], [3.969, -2.497, 4.375], [7.185, -2.111, 5.887], [6.433, -6.265, 3.627], [6.643, -5.204, 2.558], [7.261, -5.799, 1.302], [7.487, -4.170, 3.065], [7.387, -6.712, 3.923], [5.996, -5.823, 4.525], [5.772, -7.059, 3.273], [5.687, -4.739, 2.310], [8.243, -6.231, 1.521], [7.412, -5.026, 0.548], [6.624, -6.579, 0.880], [8.336, -4.563, 3.288], [0.810, 9.222, 0.837], [-0.220, 9.303, -0.278], [-1.478, 10.025, 0.181], [-0.555, 7.986, -0.716], [0.415, 8.663, 1.690], [1.703, 8.694, 0.496], [1.102, 10.217, 1.178], [0.208, 9.823, -1.137], [-1.948, 9.493, 1.013], [-2.212, 10.068, -0.626], [-1.253, 11.044, 0.503], [-0.933, 7.512, 0.035], [1.456, -3.149, 0.677], [2.626, -3.380, 1.616], [3.125, -4.813, 1.527], [2.234, -3.090, 2.967], [0.611, -3.798, 0.939], [1.103, -2.119, 0.754], [1.742, -3.345, -0.359], [3.436, -2.693, 1.366], [2.337, -5.517, 1.818], [3.963, -4.971, 2.212], [3.449, -5.052, 0.513], [1.519, -3.690, 3.197]],
  "charge": -1,
  "energy_ha": -2964.59355
}


| no. | highest occupied orbital energy (eV) | gap between HOMO and LUMO (Ha) |
| --- | --- | --- |
| 1 | -8.59 | 0.33381 |
| 2 | -10.91 | 0.25261 |
| 3 | -4.31 | 0.22874 |